1.
A cluster of 2 separate species, C4H5O3S in total, computed with ωB97M-V with the def2-TZVPD basis set.

orbital gap	7.1	eV

ORCA input file:
```
! RIJCOSX wB97M-V def2-TZVPD def2/J DEFGRID3
* xyz -1 1
C -0.27 0.92 -1.81
C 0.63 0.55 1.21
C -0.86 0.32 1.22
C -0.03 -0.19 0.09
O -0.70 -2.52 -0.84
O -0.59 2.06 -1.95
O 1.66 -1.91 -1.13
S 0.53 -2.03 -0.19
H 0.27 0.41 -2.48
H 0.98 1.54 0.82
H 1.31 0.22 2.02
H -1.42 -0.55 1.65
H -1.49 1.18 1.40
*
```

These are the Löwdin partial charges, in e, on atoms 1 to 2: atom 1 (C): -0.06, atom 2 (C): -0.22

2.
The molecule C2H6N2S, computed with ωB97M-V with the def2-TZVPD basis set.

SMILES	CC(=S)NN
orbital gap	8.8	eV

ORCA input file:
```
! RIJCOSX wB97M-V def2-TZVPD def2/J DEFGRID3
* xyz 0 1
C -0.54 1.31 -0.02
C -0.84 -0.10 -0.08
H 0.39 1.57 -0.55
H -1.43 1.89 -0.28
H -0.36 1.55 1.06
H -0.16 -1.97 0.24
H 1.93 -0.91 0.69
H 1.86 -1.01 -0.98
N 0.15 -1.01 0.09
N 1.43 -0.62 -0.11
S -2.41 -0.70 -0.06
*
```

These are the Löwdin partial charges, in e, on atoms 1 to 2: atom 1 (C): -0.14, atom 2 (C): -0.87

3.
A cluster of 3 separate species, C4H15N2O3S in total, computed with ωB97M-V with the def2-TZVPD basis set.

orbital gap (alpha / beta)	9.6 / 8.1	eV

ORCA input file:
```
! RIJCOSX wB97M-V def2-TZVPD def2/J DEFGRID3
* xyz 0 2
C -0.02 -0.84 0.05
N 0.45 -0.62 1.42
C 1.55 0.22 1.81
O 2.78 -0.34 1.28
C -0.04 0.58 -0.64
C 1.19 0.91 -1.34
S 1.69 0.00 -2.71
N -1.28 0.62 -1.59
H -1.10 -1.19 0.05
H 0.58 -1.59 -0.48
H 0.37 -1.45 1.98
H 1.63 0.19 2.90
H 1.58 1.29 1.63
H -0.40 1.37 -0.01
H 2.60 -0.24 0.33
H 1.72 1.84 -1.22
H 2.50 -0.99 -2.27
H -1.57 1.58 -1.71
H -0.99 0.39 -2.55
H -1.59 1.33 2.67
H -1.33 0.21 1.78
O -2.10 0.73 2.10
H -2.77 -2.12 -1.34
H -2.36 -0.62 -1.15
O -3.10 -1.28 -0.99
*
```

These are the Löwdin partial charges, in e, on atoms 1 to 2: atom 1 (C): -0.16, atom 2 (N): -0.08

4.
A structure of composition C10H6ClGaN3O7S2, computed with ωB97M-V with the def2-TZVPD basis set.

orbital gap	9.3	eV

ORCA input file:
```
! RIJCOSX wB97M-V def2-TZVPD def2/J DEFGRID3
* xyz -1 1
Ga 0.02 1.68 0.37
O 1.47 -0.11 -1.91
S 2.02 -0.39 -0.62
O 3.43 -0.66 -0.53
O 1.64 0.65 0.42
C 1.20 -1.87 0.01
C 2.01 -2.99 0.11
C 1.51 -4.19 0.58
C 0.18 -4.29 0.95
C -0.64 -3.18 0.86
C -0.15 -1.97 0.39
S -1.32 -0.62 0.51
O -1.08 0.34 -0.62
O -2.62 -1.21 0.52
O -0.92 0.12 1.72
H 3.04 -2.89 -0.19
H 2.15 -5.06 0.65
H -0.22 -5.22 1.33
H -1.69 -3.23 1.14
Cl 1.64 3.99 1.59
C 0.17 2.96 1.88
H -0.67 3.64 1.99
H 0.35 2.42 2.80
O 0.41 2.73 -1.23
N -0.28 2.94 -2.29
C -1.56 3.10 -2.16
C -2.19 3.14 -0.87
N -2.60 3.18 0.20
C -2.33 3.36 -3.35
N -2.98 3.57 -4.27
*
```

These are the Löwdin partial charges, in e, on atoms 1 to 2: atom 1 (Ga): 0.30, atom 2 (O): -0.27

5.
A cluster of 2 separate species, C3H9NO2S2 in total, computed with ωB97M-V with the def2-TZVPD basis set.

SMILES	NC(=O)CCSS.O
orbital gap	9.0	eV

ORCA input file:
```
! RIJCOSX wB97M-V def2-TZVPD def2/J DEFGRID3
* xyz 0 1
S 1.22 -2.31 -1.42
S 2.20 -0.50 -1.01
C 0.97 0.26 0.08
C -0.12 0.92 -0.74
C -1.12 1.73 0.11
N -1.78 1.10 1.13
O -1.27 2.93 -0.04
H 1.44 -2.37 -2.73
H 0.44 -0.39 0.78
H 1.57 0.91 0.73
H -0.66 0.02 -1.07
H 0.27 1.62 -1.46
H -1.58 0.15 1.39
H -2.52 1.55 1.63
H -3.74 -0.76 3.54
H -2.88 -0.24 4.69
O -2.83 -0.62 3.79
*
```

These are the Löwdin partial charges, in e, on atoms 1 to 2: atom 1 (S): 0.32, atom 2 (S): 0.46

6.
A structure of composition C44H53N2OPPdSi, computed with ωB97M-V with the def2-TZVPD basis set.

orbital gap (alpha / beta)	7.0 / 6.6	eV

ORCA input file:
```
! RIJCOSX wB97M-V def2-TZVPD def2/J DEFGRID3
* xyz 0 3
Pd 0.00 -0.37 -0.23
O 1.04 -1.23 2.62
N 1.18 0.07 2.16
C 0.65 0.88 2.97
C 0.66 2.35 2.75
C 0.66 3.10 3.92
C 0.77 4.48 3.90
C 0.90 5.13 2.68
C 0.86 4.39 1.51
C 0.72 3.00 1.50
P 0.60 2.18 -0.17
C 2.23 2.75 -0.83
C 3.35 2.07 -0.35
C 4.63 2.44 -0.73
C 4.81 3.50 -1.60
C 3.70 4.20 -2.07
C 2.42 3.83 -1.69
C -0.60 3.24 -1.07
C -0.65 3.08 -2.46
C -1.61 3.73 -3.21
C -2.56 4.53 -2.59
C -2.54 4.67 -1.21
C -1.57 4.03 -0.46
H 1.42 -1.77 1.91
H 0.20 0.51 3.89
H 0.59 2.59 4.87
H 0.78 5.04 4.83
H 1.01 6.21 2.65
H 0.95 4.92 0.57
H 3.20 1.23 0.33
H 5.48 1.88 -0.35
H 5.81 3.80 -1.90
H 3.84 5.04 -2.74
H 1.58 4.39 -2.06
H 0.07 2.42 -2.95
H -1.63 3.59 -4.29
H -3.33 5.02 -3.18
H -3.30 5.27 -0.72
H -1.58 4.13 0.62
N 2.02 -0.81 -0.74
C 2.72 -1.84 -0.52
C 4.17 -1.66 -0.14
C 4.51 -1.06 1.06
C 5.84 -0.91 1.42
C 6.84 -1.34 0.57
C 6.51 -1.95 -0.64
C 5.18 -2.12 -0.99
C 2.21 -3.25 -0.60
C 2.69 -4.22 0.28
C 2.23 -5.53 0.21
C 1.31 -5.88 -0.77
C 0.84 -4.92 -1.66
C 1.28 -3.61 -1.57
H 3.72 -0.72 1.72
H 6.09 -0.44 2.36
H 7.88 -1.22 0.84
H 7.29 -2.29 -1.31
H 4.91 -2.60 -1.93
H 3.43 -3.95 1.03
H 2.59 -6.27 0.91
H 0.96 -6.91 -0.84
H 0.13 -5.20 -2.43
H 0.92 -2.85 -2.25
C -3.79 -3.45 0.67
C -2.42 -2.96 0.16
C -2.14 -3.68 -1.16
C -1.33 -3.43 1.14
Si -2.29 -1.04 -0.06
C -3.10 -0.13 1.46
C -2.60 1.32 1.54
C -4.64 -0.08 1.43
C -2.64 -0.81 2.76
C -3.16 -0.48 -1.71
C -2.26 -0.82 -2.91
C -4.56 -1.07 -1.95
C -3.31 1.05 -1.71
H -3.80 -4.55 0.68
H -4.61 -3.13 0.02
H -4.01 -3.12 1.68
H -2.04 -4.76 -0.97
H -1.21 -3.34 -1.62
H -2.95 -3.56 -1.89
H -1.37 -4.53 1.24
H -1.42 -3.00 2.13
H -0.33 -3.18 0.76
H -2.95 1.94 0.72
H -1.50 1.36 1.54
H -2.95 1.77 2.48
H -5.01 0.49 0.59
H -5.00 0.41 2.35
H -5.10 -1.07 1.39
H -1.55 -0.92 2.79
H -3.07 -1.80 2.89
H -2.95 -0.20 3.61
H -2.14 -1.90 -3.06
H -1.27 -0.38 -2.80
H -2.71 -0.41 -3.83
H -4.56 -2.16 -2.08
H -4.98 -0.64 -2.87
H -5.25 -0.84 -1.13
H -2.37 1.55 -1.47
H -4.07 1.39 -1.00
H -3.63 1.39 -2.70
*
```

These are the Löwdin partial charges, in e, on atoms 1 to 2: atom 1 (Pd): 0.42, atom 2 (O): -0.07

7.
A structure of composition C13H34N6O8Zn2, computed with ωB97M-V with the def2-TZVPD basis set.

orbital gap	4.9	eV

ORCA input file:
```
! RIJCOSX wB97M-V def2-TZVPD def2/J DEFGRID3
* xyz 2 1
Zn 0.35 0.85 1.76
Zn -0.03 2.22 -1.94
C 0.40 0.15 -0.72
O 0.99 -0.35 0.20
O 0.45 0.22 -1.93
O -0.38 0.97 -0.27
C -0.91 -3.19 -3.18
O -1.30 -4.32 -3.49
N 0.25 -2.98 -2.55
N -1.62 -2.16 -3.50
H 0.55 -2.08 -2.20
H 0.84 -3.79 -2.43
H -1.27 -1.22 -3.39
H -2.49 -2.45 -3.92
C 1.68 -3.81 0.38
O 1.93 -4.96 0.21
N 0.48 -3.44 0.64
N 2.51 -2.82 0.49
H 0.39 -2.44 0.74
H -0.35 -3.99 0.45
H 2.12 -1.89 0.48
H 3.50 -3.00 0.41
C 5.34 -0.87 2.13
O 4.01 -0.88 2.69
C 3.56 0.45 2.74
C 2.47 0.44 3.77
N 1.23 -0.28 3.26
C 0.22 -0.29 4.21
C -1.10 -0.86 3.61
O -1.29 -0.42 2.21
C -2.59 -0.81 1.56
H 6.08 -0.58 2.88
H 5.34 -0.36 1.17
H 5.50 -1.93 1.93
H 3.20 0.90 1.82
H 4.31 1.15 3.12
H 2.22 1.47 4.00
H 2.75 -0.02 4.72
H 1.54 -1.24 3.31
H -0.03 0.68 4.63
H 0.51 -0.84 5.11
H -1.92 -0.54 4.26
H -1.12 -1.95 3.63
H -2.87 -1.85 1.71
H -2.53 -0.55 0.50
H -3.50 -0.28 1.81
C -3.60 4.65 -1.86
C -2.76 3.31 -1.78
C -2.51 2.84 -3.24
O -1.40 1.97 -3.27
C -1.06 1.55 -4.59
N -1.49 3.66 -1.09
H -3.49 5.34 -1.03
H -4.65 4.41 -2.03
H -3.39 5.25 -2.74
H -3.34 2.50 -1.34
H -2.42 3.71 -3.90
H -3.33 2.26 -3.65
H -1.58 0.60 -4.77
H 0.00 1.33 -4.70
H -1.45 2.23 -5.35
H -1.73 3.84 -0.13
H -1.22 4.50 -1.57
*
```

These are the Löwdin partial charges, in e, on atoms 1 to 2: atom 1 (Zn): 1.05, atom 2 (Zn): 1.04

8.
The molecule C5H9NO, computed with ωB97M-V with the def2-TZVPD basis set.

SMILES	C[C@@]1(O)CN2C[C@H]21
orbital gap	10.2	eV

ORCA input file:
```
! RIJCOSX wB97M-V def2-TZVPD def2/J DEFGRID3
* xyz 0 1
C 0.55 1.34 1.33
C -0.21 0.39 0.44
O -1.46 0.19 1.11
C -0.60 0.53 -1.05
N -0.77 -0.96 -1.11
C 0.57 -1.44 -1.24
C 0.39 -0.96 0.14
H 1.58 1.47 1.00
H 0.55 0.94 2.36
H 0.03 2.30 1.36
H -1.94 -0.46 0.58
H 0.21 0.89 -1.72
H -1.51 1.10 -1.22
H 1.25 -1.00 -1.97
H 0.54 -2.53 -1.26
H 0.75 -1.59 0.96
*
```

These are the Löwdin partial charges, in e, on atoms 1 to 2: atom 1 (C): -0.01, atom 2 (C): -0.56

9.
A structure of composition C11H18N9O2RuS, computed with ωB97M-V with the def2-TZVPD basis set.

orbital gap (alpha / beta)	8.1 / 6.5	eV

ORCA input file:
```
! RIJCOSX wB97M-V def2-TZVPD def2/J DEFGRID3
* xyz 3 5
Ru 11.55 11.10 4.65
C 17.27 13.41 3.40
C 16.53 12.56 4.42
N 15.22 13.19 4.80
C 14.07 12.82 4.62
S 13.50 11.45 3.54
N 13.01 13.65 4.94
N 11.83 13.11 4.88
C 10.75 13.84 5.02
C 10.83 15.34 5.07
C 9.53 13.11 5.11
C 8.28 13.67 5.40
C 7.18 12.82 5.53
C 7.37 11.50 5.34
C 8.67 10.95 5.23
N 9.66 11.73 5.12
H 18.14 12.87 3.15
H 17.58 14.41 3.83
H 16.59 13.62 2.61
H 17.10 12.29 5.30
H 16.20 11.59 3.96
H 15.38 14.13 5.18
H 11.75 15.56 5.40
H 10.24 15.83 5.90
H 10.58 15.86 4.16
H 8.14 14.76 5.60
H 6.26 13.39 5.72
H 6.55 10.81 5.33
H 8.66 9.85 5.21
N 12.90 9.72 6.31
N 12.72 8.36 5.96
C 11.82 8.04 5.03
N 11.54 6.83 4.76
N 11.29 9.06 4.35
N 10.46 8.99 3.27
O 10.24 10.07 2.77
O 10.00 7.97 2.83
H 13.91 9.91 6.30
H 12.51 9.81 7.25
H 13.02 7.65 6.65
H 11.93 5.99 5.18
H 10.76 6.69 4.05
*
```

These are the Löwdin partial charges, in e, on atoms 1 to 2: atom 1 (Ru): 1.23, atom 2 (C): -0.03

10.
A structure of composition C4H3AgO6, computed with ωB97M-V with the def2-TZVPD basis set.

orbital gap (alpha / beta)	4.6 / 4.7	eV

ORCA input file:
```
! RIJCOSX wB97M-V def2-TZVPD def2/J DEFGRID3
* xyz 1 2
O -1.39 -0.53 0.77
C -0.16 -0.49 0.51
O 1.34 0.65 -1.02
C 1.00 0.21 -2.22
C 0.31 0.82 -0.06
O -0.20 -0.06 -2.51
O 1.92 0.03 -3.07
H -0.52 1.39 -0.48
H 0.75 1.40 0.76
Ag 0.50 -0.65 -4.36
O -1.58 -0.54 3.41
C -1.10 -1.26 2.44
O 0.14 -1.20 2.21
H -1.02 0.23 3.62
*
```

These are the Löwdin partial charges, in e, on atoms 1 to 2: atom 1 (O): 0.16, atom 2 (C): 0.16

| no. | electronic energy (eV) |
| --- | --- |
| 1 | -21203.1559 |
| 2 | -15985.6290 |
| 3 | -24346.3339 |
| 4 | -115841.1567 |
| 5 | -30512.7789 |
| 6 | -72159.9041 |
| 7 | -136172.3227 |
| 8 | -8865.2747 |
| 9 | -42588.6404 |
| 10 | -20465.4147 |